Record 1
Computed, not measured: a 8-piece molecular cluster, C30H82N6O8 overall at a distorted geometry, with wB97M-V/def2-TZVPD.

CARTESIAN COORDINATES (ANGSTROEM)
1 C 0.9203 5.6441 -0.2567
2 C 1.0424 4.1134 -0.1105
3 C 1.6130 3.7261 1.3402
4 O 3.0689 3.9344 1.4497
5 C 3.6294 3.6930 2.7260
6 N -0.2985 3.5729 -0.1910
7 H 0.5326 5.8467 -1.2551
8 H 1.8949 6.1151 -0.1282
9 H 0.3112 6.0613 0.5451
10 H 1.7131 3.5878 -0.7902
11 H 1.4208 2.6784 1.5713
12 H 0.9814 4.2052 2.0883
13 H 3.5448 2.6309 2.9560
14 H 2.9620 4.1040 3.4834
15 H 4.6777 3.9903 2.7538
16 H -0.3204 2.5744 -0.3416
17 H -0.8149 3.9231 -0.9852
18 C 2.7906 1.6337 6.2551
19 C 1.2871 1.5548 6.1073
20 C 0.8391 2.2832 4.7358
21 O -0.6211 2.2714 4.6021
22 C -1.1096 2.9878 3.4313
23 N 0.8324 0.2311 6.2723
24 H 2.9975 1.7300 7.3210
25 H 3.1829 2.4918 5.7094
26 H 3.2167 0.7565 5.7682
27 H 0.9440 2.1537 6.9509
28 H 1.3210 1.7734 3.9015
29 H 1.3139 3.2639 4.7650
30 H -2.1093 2.5832 3.2736
31 H -0.5224 2.5822 2.6075
32 H -1.0439 4.0759 3.4307
33 H 1.1837 -0.3616 5.5338
34 H -0.1279 0.0714 6.0031
35 C 0.4362 -0.2959 1.0163
36 C 0.9742 0.1964 -0.3025
37 C 2.3433 -0.3924 -0.6546
38 O 2.7385 -0.0225 -1.9896
39 C 3.8142 -0.8557 -2.6130
40 N -0.0561 -0.1748 -1.3236
41 H 1.2234 -0.1019 1.7449
42 H 0.0768 -1.3207 0.9228
43 H -0.3370 0.3633 1.4107
44 H 0.9398 1.2831 -0.2254
45 H 2.4170 -1.4738 -0.5396
46 H 3.0886 0.0610 -0.0010
47 H 3.8729 -0.6846 -3.6879
48 H 3.6527 -1.9337 -2.6130
49 H 4.7614 -0.5841 -2.1470
50 H -0.0881 -1.1747 -1.4627
51 H 0.5160 -0.0387 -2.1448
52 C -3.0678 2.1315 -0.3712
53 C -3.6300 1.2169 -1.4932
54 C -4.7432 1.8455 -2.3165
55 O -5.8319 1.9661 -1.5035
56 C -7.0393 1.5589 -2.2282
57 N -2.6298 0.7765 -2.3956
58 H -3.8128 2.4082 0.3747
59 H -2.6355 2.9423 -0.9576
60 H -2.3168 1.5023 0.1065
61 H -4.0767 0.3320 -1.0398
62 H -4.9804 1.2725 -3.2129
63 H -4.6066 2.8692 -2.6652
64 H -7.8959 1.8977 -1.6456
65 H -7.2697 0.4945 -2.2739
66 H -7.0418 1.9712 -3.2372
67 H -1.7474 0.7633 -1.9043
68 H -2.4063 1.4549 -3.1097
69 C 0.7952 -4.0245 -0.7505
70 C 1.4783 -4.2030 -2.1021
71 C 1.5808 -5.6674 -2.4905
72 O 0.3124 -6.1917 -2.7133
73 C 0.2302 -7.4959 -3.2115
74 N 0.8182 -3.4280 -3.1737
75 H 0.8722 -3.0294 -0.3125
76 H 1.2141 -4.7404 -0.0432
77 H -0.2870 -4.0892 -0.8633
78 H 2.4605 -3.7410 -2.0019
79 H 2.1067 -6.3055 -1.7803
80 H 2.1526 -5.8667 -3.3969
81 H 0.9110 -8.2236 -2.7698
82 H 0.5465 -7.5162 -4.2544
83 H -0.7799 -7.8604 -3.0244
84 H 1.1280 -3.9288 -3.9942
85 H -0.1001 -3.8134 -3.0059
86 C -6.4221 1.3449 4.2499
87 C -5.8387 1.4800 2.8263
88 C -5.1355 0.2077 2.3055
89 O -3.9327 0.1014 3.0842
90 C -3.2032 -0.9157 2.2983
91 N -6.9518 1.7402 1.9401
92 H -5.5899 1.1310 4.9206
93 H -7.0871 0.4840 4.1815
94 H -6.9776 2.2258 4.5717
95 H -5.1104 2.2892 2.8800
96 H -4.9552 0.3737 1.2434
97 H -5.7650 -0.6818 2.2804
98 H -3.6374 -1.8842 2.5463
99 H -2.1362 -0.9633 2.5157
100 H -3.3097 -0.9565 1.2143
101 H -7.3336 0.8134 1.8161
102 H -6.7751 1.9955 0.9790
103 C 4.4318 -4.5109 0.1209
104 C 5.5464 -3.6308 -0.1871
105 C 6.7064 -3.5573 0.8588
106 O 6.0495 -4.0087 -1.4765
107 H 4.8013 -5.4602 0.5088
108 H 3.8926 -4.8541 -0.7620
109 H 3.7028 -4.0832 0.8092
110 H 5.2354 -2.6092 -0.4054
111 H 6.1859 -3.5545 1.8166
112 H 7.5059 -2.8303 0.7163
113 H 7.2643 -4.4937 0.8534
114 H 6.9851 -4.2233 -1.4634
115 C 1.7878 1.3587 -4.6817
116 C 0.8165 0.7002 -5.6768
117 C 0.4929 -0.7575 -5.6828
118 O -0.3497 1.4301 -5.3995
119 H 1.4188 1.3820 -3.6563
120 H 1.9150 2.4398 -4.7377
121 H 2.7972 0.9472 -4.6840
122 H 1.3039 0.9208 -6.6265
123 H -0.1496 -0.9608 -6.5395
124 H -0.0471 -1.0831 -4.7938
125 H 1.3637 -1.4131 -5.6869
126 H -0.8309 1.4548 -6.2299

- charge = +1
- 2S+1 = 2
- E_HOMO (spin up / spin down) (eV) = -10.878 / -10.878
- ⟨S²⟩ = 0.75

---

Record 2
Computed, not measured: a 2-piece molecular cluster, C4H12 overall at a distorted geometry, with wB97M-V/def2-TZVPD.

CARTESIAN COORDINATES (ANGSTROEM)
1 C 1.5194 1.0402 -0.2760
2 C 2.5573 1.8154 -1.0363
3 H 1.4231 0.1449 -0.9178
4 H 1.7800 0.6490 0.6616
5 H 0.5598 1.4883 -0.2395
6 H 3.5779 1.4291 -0.9016
7 H 2.4492 2.8763 -0.5729
8 H 2.3604 1.9816 -2.0914
9 C -1.2475 -1.4189 0.8646
10 C -2.7573 -1.3858 0.5364
11 H -0.7347 -1.6442 -0.1370
12 H -0.9667 -0.5401 1.1164
13 H -0.9654 -2.2562 1.5413
14 H -3.2934 -0.3586 0.6507
15 H -3.2988 -2.0580 1.2956
16 H -2.9635 -1.7630 -0.4940

- 2S+1 = 1
- E_HOMO (eV) = -11.030
- ΔE to the lowest compared entry with this formula, charge and spin (kJ/mol) = 116.7

---

Record-wise E_tot values, in Ha: -2122.08211, -159.54051